[1]
Formula: C36H39Br18F4N3O5S
Source: OMol25
Level of theory: wB97M-V/def2-TZVPD

Atoms and positions in Å:
C -1.89310 3.74885 -1.10693
C -0.83254 2.95801 -1.11254
C 0.57338 2.15661 -1.09180
C 1.21724 1.56258 -2.43640
C 0.44277 1.70871 -3.86781
C -1.05987 1.06582 -3.80455
C -2.24107 1.84972 -4.14464
C 2.63591 0.82407 -2.32477
O 3.29982 0.24746 -3.45942
C 3.69741 1.25458 -4.44142
C 3.38982 0.62795 -5.91792
C 3.03036 -0.97051 -5.84784
C 2.73606 -1.57809 -7.34881
C 3.38818 0.64196 -0.91960
C 4.78569 -0.12670 -0.74357
O 5.76893 0.15082 -1.79351
N 6.48086 -0.98677 -2.05499
O 7.47413 -1.04616 -1.38908
C 2.68659 1.22797 0.36685
C 1.27808 1.99750 0.33536
N 0.63900 2.55600 1.58061
C 1.31472 3.81873 1.98732
F 0.31895 4.88278 1.90064
F 1.80846 3.80642 3.33921
F 2.37931 4.22908 1.09655
C 0.59437 1.54659 2.67507
C 1.88167 0.69237 3.11416
C 1.88592 -0.37480 4.26551
C 0.53256 -0.63936 5.04511
C 0.56602 -1.74654 6.21888
C 0.81779 -1.15655 7.69322
O 1.11410 -1.99394 8.61591
F 0.66487 0.24939 7.95255
C -0.73467 0.17735 4.59820
C -2.16272 -0.09319 5.33658
N -3.08989 -0.61150 4.25533
C -2.42053 -1.61566 3.37379
C -0.75361 1.28310 3.45051
C -2.08704 2.13890 3.05346
O -2.53682 2.83191 4.28258
C -3.97916 2.71279 4.42670
C -4.76392 3.70188 3.38158
S 3.42163 1.04356 2.09009
H -2.81841 4.37210 -0.85428
H 1.00847 1.08760 -4.67854
H 0.38475 2.79445 -4.23808
H -1.27039 -0.01554 -3.44926
H -3.23935 1.64287 -3.58092
H -2.16068 2.68465 -4.95287
H 4.83678 1.45256 -4.27745
H 3.17254 2.26070 -4.25085
H 2.51242 1.23003 -6.40032
H 4.30138 0.73775 -6.63546
H 2.05426 -1.16889 -5.24743
H 3.87212 -1.59665 -5.37727
H 3.49053 -2.40338 -7.62219
H 1.68555 -2.07562 -7.36891
H 2.74591 -0.70769 -8.10914
H 4.53620 -1.26941 -0.77748
H 5.31223 0.04716 0.26585
H 2.84405 -0.96475 4.54990
H 1.36997 -2.53412 5.95305
H -0.45924 -2.30083 6.16762
H -2.08496 -0.96025 6.11655
H -2.58255 0.84769 5.84924
H -3.98062 -0.95457 4.65023
H -3.22827 -2.32279 2.91007
H -1.69864 -2.33432 3.94814
H -1.88453 -1.14271 2.45074
H -2.93030 1.47450 2.62886
H -1.83749 3.00086 2.30736
H -4.24406 2.96302 5.53556
H -4.38426 1.64730 4.24282
H -5.23436 3.05996 2.54901
H -5.62898 4.22694 3.93041
H -3.97264 4.41638 2.95359
C 6.12197 2.41780 -9.35777
Br 6.40544 1.83006 -11.18578
Br 4.28835 2.97919 -9.05665
Br 6.68666 1.07678 -8.07345
H 6.75305 3.29351 -9.20289
C -6.00105 -3.66219 6.13143
Br -5.98445 -1.98205 5.15900
Br -4.25414 -4.08936 6.86239
Br -7.38210 -3.69322 7.49437
H -6.24557 -4.44430 5.41183
C -1.06891 -6.94528 5.40284
Br -2.21795 -7.58882 6.82824
Br -2.07386 -6.54321 3.79143
Br 0.01210 -5.43765 5.97475
H -0.38175 -7.75537 5.15649
C 3.24820 1.04909 -13.91288
Br 3.79110 -0.24530 -15.25369
Br 2.28433 2.54014 -14.69739
Br 2.24571 0.21925 -12.47315
H 4.16025 1.45477 -13.47349
C 2.20227 -3.86012 -2.15528
Br 4.08592 -3.43258 -1.96016
Br 1.07789 -2.62866 -1.16135
Br 1.67734 -3.97280 -4.02048
H 2.05316 -4.84955 -1.72181
C -10.95802 -1.50192 7.97774
Br -10.49961 -3.17816 8.84261
Br -9.71069 -0.08811 8.43878
Br -11.13806 -1.70775 6.05608
H -11.93468 -1.20285 8.35951

## Properties
- Lowest unoccupied orbital energy: -0.50 eV

---

[2]
Formula: C4H12
Source: OMol25
Level of theory: wB97M-V/def2-TZVPD

Atoms and positions in Å:
C 0.46859 1.51820 2.77682
C -0.23304 1.02010 1.52928
H 1.54868 1.33249 2.77444
H 0.39828 2.61169 2.78121
H 0.03348 1.12418 3.69749
H -1.29500 1.30139 1.54440
H -0.33093 -0.06312 1.47278
H 0.14472 1.38390 0.56839
C 0.43543 -1.72945 -1.89010
C -0.65216 -0.79920 -2.39151
H 0.95997 -1.40340 -0.98351
H 0.04776 -2.70073 -1.59711
H 1.23156 -1.92527 -2.60908
H -0.33575 0.24341 -2.32406
H -1.61599 -0.93279 -1.90148
H -0.80560 -0.98140 -3.44796

## Properties
- Lowest unoccupied orbital energy (alpha / beta): 4.31 / 4.47 eV
- Net charge: -1
- 2S+1: 2

---

Calculated relative energy (zero: lowest compared OMol25 entry of this formula, charge and spin) (eV), listed in the same order as above: 17.711, 0.204